(1)
# C2H3FO2

One molecule with the formula C2H3FO2 (the ωB97M-V functional and the def2-TZVPD basis, the OMol25 dataset).

Values from the calculation:
ΔE to the lowest compared entry with this formula, charge and spin   6.6 kcal/mol
Gap between HOMO and LUMO   11.362 eV
SMILES string   O=C(O)CF

ORCA input file:
```
! RIJCOSX wB97M-V def2-TZVPD def2/J DEFGRID3
* xyz 0 1
O 1.9225 -0.3854 0.0106
C 0.8366 0.1376 -0.0567
O 0.7484 1.4714 -0.0199
C -0.5016 -0.6800 -0.0188
F -1.4696 0.3782 -0.0119
H -0.2967 1.6055 0.0799
H -0.5888 -1.3003 -0.8665
H -0.6507 -1.2269 0.8833
*
```

***

(2)
# C7H10N

C7H10N as an isolated structure (the ωB97M-V functional and the def2-TZVPD basis, the OMol25 dataset).

Values from the calculation:
ΔE to the lowest compared entry with this formula, charge and spin   98.2 kcal/mol
Gap between HOMO and LUMO   9.302 eV

ORCA input file:
```
! RIJCOSX wB97M-V def2-TZVPD def2/J DEFGRID3
* xyz 1 1
C -0.1923 0.3336 0.6651
C 0.9137 -1.5348 -2.1136
C -1.1864 1.2134 0.9098
C 0.3196 -1.9700 0.3272
C 0.5722 -0.8093 1.2265
C 1.1340 0.1321 0.1895
C -1.3612 2.6111 0.3709
N 0.6231 -1.2552 -0.9494
H 1.3927 -0.7031 -2.8525
H 0.6908 -2.5894 -2.5981
H -2.0112 0.8822 1.5667
H 0.9125 -2.8599 0.4503
H -0.7069 -2.2870 0.3499
H 0.9865 -0.7561 2.2151
H 1.9549 0.6936 -0.1416
H -2.0774 3.2474 0.9274
H -1.4837 2.4236 -0.7426
H -0.4809 3.2278 0.1993
*
```

***

(3)
# C33H32B2F4HfN8OPS4

C33H32B2F4HfN8OPS4 as an isolated structure (the ωB97M-V functional and the def2-TZVPD basis, the OMol25 dataset).

Values from the calculation:
ΔE to the lowest compared entry with this formula, charge and spin   5.5 kcal/mol
Gap between HOMO and LUMO   7.675 eV

ORCA input file:
```
! RIJCOSX wB97M-V def2-TZVPD def2/J DEFGRID3
* xyz 1 1
Hf -0.3150 -0.5643 -0.3497
C -1.4928 -4.0100 2.7780
N -2.4342 -3.7445 1.7264
C -3.7998 -4.0280 1.6548
C -4.1964 -3.8874 0.3766
N -3.0944 -3.5239 -0.4024
B -3.0287 -3.5311 -1.9759
N -3.2974 -2.1409 -2.6993
C -3.7839 -2.0239 -4.0258
C -4.0674 -0.7463 -4.2942
N -3.6558 -0.0192 -3.1706
C -3.8481 1.3919 -2.9497
C -3.2704 -0.8966 -2.2297
S -2.8944 -0.4691 -0.6137
C -2.0504 -3.4799 0.4102
S -0.3959 -3.0726 0.1076
H -0.6194 -3.3885 2.6456
H -1.2390 -5.0488 2.7342
H -2.0286 -3.7216 3.7053
H -4.4138 -4.3012 2.4931
H -5.1796 -4.0092 -0.0647
H -1.9028 -4.0035 -2.2916
H -3.9251 -4.2722 -2.3200
H -3.9280 -2.9370 -4.6158
H -4.6055 -0.2803 -5.0800
H -3.2784 1.9670 -3.6633
H -3.3836 1.5681 -1.9504
H -4.9114 1.6886 -3.0075
N -0.9256 2.8401 1.4232
C -0.8939 2.8502 0.0807
N -0.7029 1.7859 -0.6949
C -0.6984 2.2624 -2.0111
C -0.9016 3.5576 -2.2652
S -1.0095 4.3883 -0.7433
C -0.5037 1.2248 -3.0178
C -0.3798 1.3865 -4.3425
S -0.2483 -0.1276 -5.1560
C -0.2815 -0.9207 -3.6378
N -0.5044 -0.0975 -2.5926
N -0.1099 -2.2402 -3.5523
H -1.1446 1.9977 1.9016
H -1.0376 3.7097 1.9092
H -0.9519 4.0504 -3.2136
H -0.3897 2.2516 -4.9424
H 0.3062 -2.7523 -4.2690
H -0.1710 -2.6889 -2.6575
O -2.1967 -0.7999 2.1980
C -1.1245 -0.3323 1.9004
C -0.3461 0.3598 3.0694
C -0.9924 0.5166 4.3106
C -0.3188 1.1095 5.3415
C 1.0032 1.5592 5.1847
C 1.6172 1.4504 3.9568
C 0.9399 0.8400 2.8570
P 1.6741 0.7294 1.2092
C 2.0997 2.4335 0.6138
C 2.1561 3.6269 1.3206
C 2.5777 4.7822 0.7032
C 3.0421 4.7465 -0.5803
C 3.0217 3.5282 -1.2879
C 2.5578 2.4086 -0.7154
C 3.2656 0.0119 1.6413
C 3.3062 -1.3687 1.8151
C 4.4464 -1.9470 2.3655
C 5.5107 -1.1574 2.7233
C 5.4917 0.2410 2.5214
C 4.3619 0.8173 1.9388
H -1.9403 0.0042 4.3865
H -0.8388 1.2740 6.2609
H 1.5000 2.1301 5.9667
H 2.6051 1.8500 3.7915
H 1.8206 3.6665 2.3412
H 2.5456 5.6988 1.2656
H 3.3835 5.6405 -1.1434
H 3.4788 3.4658 -2.2847
H 2.5978 1.4556 -1.2082
H 2.4405 -1.9393 1.5087
H 4.5624 -2.9798 2.4267
H 6.3917 -1.6909 3.0656
H 6.4298 0.8081 2.7767
H 4.3715 1.9129 1.8201
F 3.8774 -0.9127 -1.0397
B 2.9653 -1.4290 -1.9426
F 2.7395 -0.5124 -2.9582
F 2.9820 -2.7186 -2.2757
F 1.5827 -1.2734 -0.9910
*
```